[1]
Here is C7H15HgO3PS3 as an isolated structure from the OMol25 dataset. Energies are from ωB97M-V/def2-TZVPD.

maximum force	0.0079	Eh/bohr
gap between HOMO and LUMO (spin up / spin down)	7.04 / 5.87	eV
molar mass	474.96	g/mol
LUMO (spin up / spin down)	2.858 / 1.747	eV
calculated total energy	-2190.882615	a.u.
energy relative to the best compared isomer or geometry (same formula, charge and spin)	0.297	eV

```
! wB97M-V def2-TZVPD RIJCOSX def2/J DEFGRID3
* xyz -1 2
Hg -2.2333 -1.8312 -1.3889
S -6.8423 -0.4623 -0.0346
C -5.2246 -0.5912 0.3973
S -4.6674 -1.9740 1.1739
S -4.1607 0.6538 -0.0096
C 2.7636 -3.0159 0.0837
C 2.6791 -1.8775 1.0901
O 2.1323 -0.7044 0.5051
P 0.5002 -0.6166 0.2829
O 0.4733 -0.2024 -1.2894
C 1.2774 0.8512 -1.8162
C 0.5917 1.4145 -3.0469
O 0.3891 0.8356 1.0159
C -0.9089 1.3852 1.2754
C -0.7539 2.4656 2.3269
H 3.1991 -3.9038 0.5444
H 3.3757 -2.7133 -0.7665
H 1.7625 -3.2496 -0.2815
H 3.6748 -1.6039 1.4442
H 2.0862 -2.1864 1.9581
H 2.2606 0.4500 -2.0769
H 1.4135 1.6287 -1.0614
H 0.3583 0.6055 -3.7394
H 1.2499 2.1292 -3.5438
H -0.3375 1.9136 -2.7733
H -1.5931 0.6041 1.6160
H -1.3265 1.8026 0.3550
H -0.3764 2.0350 3.2547
H -1.7176 2.9372 2.5199
H -0.0453 3.2209 1.9847
*
```

[2]
Here is C24H31N5O4S in the gas phase at a distorted geometry from the OMol25 dataset. Energies are from ωB97M-V/def2-TZVPD.

maximum force	0.0212	Eh/bohr
SMILES	CCN(CC)S(=O)(=O)c1cc(NC(=O)CNc2c(C)n(C)n(-c3ccccc3)c2=O)ccc1C
gap between HOMO and LUMO	8.39	eV
molar mass	485.61	g/mol
LUMO	0.697	eV
calculated total energy	-1906.068105	a.u.
energy relative to the best compared isomer or geometry (same formula, charge and spin)	2.048	eV

```
! wB97M-V def2-TZVPD RIJCOSX def2/J DEFGRID3
* xyz 0 1
C 3.3446 3.3468 0.6594
C 2.0467 2.7481 0.1215
N 2.2262 2.1530 -1.1866
C 1.8542 2.9138 -2.3571
C 2.7750 4.1004 -2.6172
S 1.9244 0.5267 -1.3712
O 2.7845 0.0470 -2.4136
O 2.0579 -0.0929 -0.0805
C 0.1864 0.4311 -1.8469
C -0.6496 0.8201 -0.8161
C -2.0284 0.7594 -0.9589
N -2.8998 1.0752 0.0870
C -2.5857 1.7287 1.2406
O -1.6029 2.4248 1.3832
C -3.5657 1.4351 2.3799
N -3.5316 0.0085 2.7089
C -2.2442 -0.5546 2.5388
C -1.1142 -0.3367 3.2689
C -0.9348 0.5244 4.4659
N -0.0808 -1.0565 2.7342
C 1.3022 -0.6562 2.8475
N -0.5538 -1.6758 1.5850
C 0.2296 -2.5200 0.7909
C -0.0233 -2.5959 -0.5755
C 0.7585 -3.4062 -1.3748
C 1.7904 -4.1491 -0.8274
C 2.0176 -4.1013 0.5368
C 1.2388 -3.2990 1.3489
C -1.9026 -1.4079 1.4282
O -2.6320 -1.8249 0.5315
C -2.5528 0.2942 -2.1633
C -1.7072 -0.0710 -3.1883
C -0.3174 -0.0098 -3.0630
C 0.5344 -0.4123 -4.2245
H 3.6826 4.1802 0.0521
H 3.1882 3.6965 1.6771
H 4.1179 2.5837 0.6626
H 1.2504 3.5004 0.0903
H 1.7446 1.9457 0.7958
H 1.9242 2.2144 -3.1927
H 0.8120 3.2625 -2.2776
H 2.6412 4.8691 -1.8613
H 2.5452 4.5305 -3.5889
H 3.8097 3.7709 -2.6132
H -0.2162 1.1386 0.1151
H -3.7694 0.5582 0.0626
H -3.2411 2.0066 3.2537
H -4.5839 1.7319 2.1219
H -4.1685 -0.5236 2.1205
H -0.1958 0.1011 5.1416
H -0.6111 1.5234 4.1693
H -1.8863 0.6123 4.9838
H 1.8391 -1.2981 3.5496
H 1.7815 -0.7070 1.8691
H 1.3549 0.3725 3.2019
H -0.8388 -2.0330 -0.9955
H 0.5636 -3.4496 -2.4358
H 2.4086 -4.7692 -1.4587
H 2.8057 -4.6951 0.9762
H 1.4077 -3.2874 2.4142
H -3.6220 0.2029 -2.2832
H -2.1269 -0.4312 -4.1161
H 0.5563 0.3927 -4.9605
H 1.5513 -0.6180 -3.9094
H 0.1157 -1.2919 -4.7091
*
```

[3]
Here is C5H12N2O in the gas phase at a distorted geometry from the OMol25 dataset. Energies are from ωB97M-V/def2-TZVPD.

maximum force	0.0690	Eh/bohr
SMILES	C[C@H](CC=O)NCN
gap between HOMO and LUMO	9.44	eV
molar mass	116.16	g/mol
LUMO	0.946	eV
calculated total energy	-382.399503	a.u.
energy relative to the best compared isomer or geometry (same formula, charge and spin)	2.803	eV

```
! wB97M-V def2-TZVPD RIJCOSX def2/J DEFGRID3
* xyz 0 1
C 1.6454 -0.2188 0.4094
C 0.2941 -0.2730 -0.2649
C 0.2319 0.0904 -1.7823
C 0.8521 -0.9999 -2.6810
O 1.0835 -0.8431 -3.8440
N -0.9464 0.2098 0.3257
C -1.0917 0.1155 1.7980
N -1.9792 1.0563 2.3645
H 2.3843 0.3349 -0.2147
H 1.7875 0.4285 1.2744
H 2.0398 -1.2359 0.4549
H 0.1243 -1.3548 -0.4436
H -0.7571 0.3850 -2.1273
H 0.8330 1.0122 -1.9414
H 0.9595 -1.9397 -2.1516
H -1.3067 1.0632 -0.0764
H -1.3890 -0.9292 1.9458
H -0.0891 0.2572 2.2268
H -2.9540 0.8174 2.4391
H -1.7221 2.0239 2.2884
*
```

[4]
Here is C4H10N2O in the gas phase at a distorted geometry from the OMol25 dataset. Energies are from ωB97M-V/def2-TZVPD.

maximum force	0.1761	Eh/bohr
SMILES	CC(C)C(=O)NN
gap between HOMO and LUMO	9.91	eV
molar mass	102.14	g/mol
LUMO	0.444	eV
calculated total energy	-343.033989	a.u.
energy relative to the best compared isomer or geometry (same formula, charge and spin)	4.557	eV

```
! wB97M-V def2-TZVPD RIJCOSX def2/J DEFGRID3
* xyz 0 1
C -1.6068 -1.3753 -0.1389
C -0.7505 -0.0894 -0.3739
C -0.9156 0.8133 0.8420
C 0.6505 -0.3820 -0.9514
O 0.6545 -1.1874 -1.8277
N 1.6811 0.2432 -0.5923
N 1.9190 0.9230 0.5991
H -2.6221 -0.9601 0.1844
H -1.2233 -1.9608 0.6805
H -1.6075 -2.0629 -1.2668
H -1.3376 0.6269 -1.1988
H -0.3242 0.4376 1.7249
H -0.2389 1.6795 0.6547
H -1.8465 0.9481 1.2054
H 2.6153 0.0705 -1.1551
H 2.5726 0.3412 1.3509
H 2.3801 1.9345 0.2630
*
```

[5]
Here is a 2-piece molecular cluster, C3H4O overall at a distorted geometry from the OMol25 dataset. Energies are from ωB97M-V/def2-TZVPD.

maximum force	0.1233	Eh/bohr
gap between HOMO and LUMO (spin up / spin down)	9.00 / 7.55	eV
molar mass	56.06	g/mol
LUMO (spin up / spin down)	-1.077 / -1.557	eV
calculated total energy	-191.632516	a.u.
energy relative to the best compared isomer or geometry (same formula, charge and spin)	7.550	eV

```
! wB97M-V def2-TZVPD RIJCOSX def2/J DEFGRID3
* xyz 0 1
C -0.0445 1.4170 -0.1719
C -0.3926 0.3101 0.6554
C 0.3804 0.1527 -0.6723
O 0.2157 3.4138 -0.3563
H 0.1217 0.1842 1.6007
H -1.4278 -0.0024 0.6967
H -0.1367 -0.2612 -1.5317
H 1.4373 -0.0824 -0.6638
*
```

[6]
Here is a 2-piece molecular cluster, C2H2F2O2 overall at a distorted geometry from the OMol25 dataset. Energies are from ωB97M-V/def2-TZVPD.

maximum force	0.0471	Eh/bohr
gap between HOMO and LUMO	9.17	eV
molar mass	96.03	g/mol
LUMO	-1.832	eV
calculated total energy	-427.488359	a.u.
energy relative to the best compared isomer or geometry (same formula, charge and spin)	3.695	eV

```
! wB97M-V def2-TZVPD RIJCOSX def2/J DEFGRID3
* xyz 0 1
C -0.0423 -2.1714 1.0472
C 0.1609 -0.8808 0.3941
O -0.4948 -0.5210 -0.5245
O -0.2538 2.6146 -1.0117
F 0.5649 -3.1384 0.3861
F 0.7681 -0.0296 1.1985
H 0.4023 1.8541 -0.8547
H -1.1053 2.2725 -0.6350
*
```

[7]
Here is an isolated ion of composition C6H13N2O and charge +1 at a distorted geometry from the OMol25 dataset. Energies are from ωB97M-V/def2-TZVPD.

maximum force	0.0587	Eh/bohr
SMILES	CCC(=O)C(=[NH2+])N(C)C
gap between HOMO and LUMO	10.94	eV
molar mass	129.18	g/mol
LUMO	-3.368	eV
calculated total energy	-420.885880	a.u.
energy relative to the best compared isomer or geometry (same formula, charge and spin)	1.826	eV

```
! wB97M-V def2-TZVPD RIJCOSX def2/J DEFGRID3
* xyz 1 1
C 0.4467 -2.8002 -1.5032
C 0.1715 -1.3312 -1.2213
C 1.0771 -0.6323 -0.1902
O 2.0883 -1.0035 0.2641
C 0.5756 0.7946 0.0143
N 1.0495 1.7443 -0.7534
N -0.4151 1.0369 0.8490
C -1.0068 2.3362 1.1016
C -0.9297 0.0241 1.7997
H 1.4014 -3.2015 -1.9240
H 0.2873 -3.5618 -0.7665
H -0.3257 -2.9981 -2.2062
H -0.7784 -1.2530 -0.7415
H 0.2167 -0.6825 -2.0767
H 1.6934 1.6013 -1.5086
H 0.7657 2.7687 -0.7088
H -1.0711 2.7867 0.1083
H -2.0289 2.2872 1.5724
H -0.3523 2.7116 1.8156
H -1.1305 0.6166 2.6835
H -1.7401 -0.6581 1.3526
H 0.0053 -0.5857 2.0391
*
```

[8]
Here is C3H5BrO in the gas phase at a distorted geometry from the OMol25 dataset. Energies are from ωB97M-V/def2-TZVPD.

maximum force	0.0788	Eh/bohr
SMILES	OC1(Br)CC1
gap between HOMO and LUMO	10.28	eV
molar mass	136.98	g/mol
LUMO	0.766	eV
calculated total energy	-2766.492097	a.u.
energy relative to the best compared isomer or geometry (same formula, charge and spin)	1.196	eV

```
! wB97M-V def2-TZVPD RIJCOSX def2/J DEFGRID3
* xyz 0 1
O 1.2558 -0.1647 -1.3651
C 0.5599 0.2041 -0.1989
Br 1.4228 1.5011 0.9399
C -0.9466 0.2270 -0.0740
C -0.2640 -0.8661 0.7226
H 1.4435 0.7119 -1.8751
H -1.6922 0.1477 -0.8197
H -1.1642 0.9751 0.6973
H -0.1653 -0.9354 1.7901
H -0.4497 -1.8006 0.1828
*
```

[9]
Here is C32H16AlBr2ClF5N3O3 as an isolated structure from the OMol25 dataset. Energies are from ωB97M-V/def2-TZVPD.

maximum force	0.0107	Eh/bohr
gap between HOMO and LUMO	6.86	eV
molar mass	807.73	g/mol
LUMO	-0.966	eV
calculated total energy	-7969.274640	a.u.
energy relative to the best compared isomer or geometry (same formula, charge and spin)	0.152	eV

```
! wB97M-V def2-TZVPD RIJCOSX def2/J DEFGRID3
* xyz 0 1
Al 0.2252 -0.1574 0.2174
Cl -3.0540 3.4469 5.1068
C -1.9328 2.7481 3.9854
C -1.1843 3.5748 3.1418
C -0.2626 3.0340 2.2770
C -0.0827 1.6417 2.1648
O 0.8007 1.1432 1.3316
C -0.8967 0.8181 2.9890
C -0.7993 -0.6058 2.8978
N -0.2473 -1.1856 1.8895
C 0.0721 -2.5470 1.8518
C -0.5827 -3.5794 2.4700
C -0.1251 -4.9014 2.3130
C 0.9662 -5.1824 1.5383
C 1.6644 -4.1401 0.8886
C 2.7785 -4.3448 0.0451
C 3.3833 -3.2660 -0.5360
C 2.8836 -1.9768 -0.2780
N 1.8393 -1.7473 0.4811
C 1.2229 -2.8133 1.0600
C -1.7783 1.3887 3.9219
H -1.3473 4.6441 3.1703
H 0.3153 3.6778 1.6266
H -1.1620 -1.1964 3.7408
H -1.4770 -3.3920 3.0506
H -0.6592 -5.7026 2.8058
H 1.3041 -6.2029 1.4086
H 3.1320 -5.3525 -0.1345
H 4.2281 -3.3861 -1.1995
H 3.3678 -1.1097 -0.7130
H -2.3573 0.7349 4.5629
C 2.6812 2.3436 -0.4822
C 2.1779 1.5294 -1.6305
C 2.6023 1.8481 -2.9386
C 2.1981 1.1075 -4.0106
C 1.3513 -0.0012 -3.8095
C 0.8971 -0.8787 -4.8174
Br 1.4196 -0.6065 -6.6234
C 0.0925 -1.9438 -4.5165
C -0.2998 -2.1695 -3.1943
Br -1.3672 -3.6713 -2.7706
C 0.0779 -1.3349 -2.1529
O -0.2765 -1.5078 -0.9176
C 0.9403 -0.2419 -2.4810
N 1.3526 0.5155 -1.4193
H 3.5131 2.9743 -0.7885
H 2.9850 1.7015 0.3413
H 1.8783 2.9746 -0.1043
H 3.2591 2.6949 -3.0796
H 2.5240 1.3572 -5.0109
H -0.2471 -2.6121 -5.2947
F -5.0530 4.6278 -0.2733
C -4.1307 3.6593 -0.2435
C -2.9241 3.8180 -0.9031
F -2.6852 4.9458 -1.5792
C -1.9729 2.8183 -0.8549
F -0.7976 2.9899 -1.4851
C -2.1806 1.6204 -0.1601
O -1.2849 0.6860 -0.1254
C -3.4094 1.4976 0.5024
F -3.6510 0.3774 1.2010
C -4.3700 2.4889 0.4581
F -5.5353 2.3287 1.0889
*
```

[10]
Here is C22H23ClN2O4 in the gas phase from the OMol25 dataset. Energies are from ωB97M-V/def2-TZVPD.

maximum force	0.0109	Eh/bohr
SMILES	COC(=O)c1cccc(C(=O)N2CCC[C@H](CNC(=O)c3ccccc3Cl)C2)c1
gap between HOMO and LUMO	9.42	eV
molar mass	414.89	g/mol
LUMO	0.262	eV
calculated total energy	-1722.881604	a.u.
energy relative to the best compared isomer or geometry (same formula, charge and spin)	0.144	eV

```
! wB97M-V def2-TZVPD RIJCOSX def2/J DEFGRID3
* xyz 0 1
C 5.1976 1.6269 0.9637
O 4.0690 0.7691 0.8906
C 4.1993 -0.3170 0.1203
O 5.1932 -0.5688 -0.5158
C 2.9970 -1.1872 0.1706
C 3.1439 -2.5272 -0.1795
C 2.0744 -3.3938 -0.0538
C 0.8472 -2.9248 0.3831
C 0.6741 -1.5725 0.6715
C -0.6003 -1.0344 1.2307
O -0.5666 -0.2325 2.1580
N -1.7705 -1.4792 0.7245
C -1.9585 -2.1050 -0.5635
C -2.8837 -1.2516 -1.4339
C -4.2100 -0.9937 -0.7284
C -4.0149 -0.3825 0.6641
C -3.6510 1.1162 0.6528
N -2.2527 1.4029 0.4559
C -1.7754 1.8957 -0.6997
O -2.4656 2.1164 -1.6787
C -0.2911 2.1152 -0.7294
C 0.4321 1.5514 -1.7752
C 1.7882 1.7830 -1.9085
C 2.4359 2.6071 -1.0035
C 1.7356 3.1750 0.0457
C 0.3792 2.9230 0.1840
Cl -0.4761 3.6783 1.4833
C -3.0025 -1.2262 1.4478
C 1.7625 -0.7117 0.5933
H 5.6275 1.7783 -0.0286
H 4.8445 2.5652 1.3837
H 5.9600 1.1877 1.6110
H 4.1088 -2.8735 -0.5173
H 2.1973 -4.4413 -0.2845
H 0.0304 -3.6171 0.5247
H -0.9960 -2.2212 -1.0612
H -2.4085 -3.0963 -0.4180
H -3.0621 -1.7747 -2.3748
H -2.4023 -0.3043 -1.6668
H -4.8249 -0.3318 -1.3388
H -4.7445 -1.9416 -0.6174
H -4.9724 -0.4526 1.1922
H -3.9537 1.5544 1.6094
H -4.1950 1.6155 -0.1534
H -1.6237 1.2009 1.2242
H -0.0929 0.9396 -2.4936
H 2.3356 1.3354 -2.7238
H 3.4866 2.8209 -1.1220
H 2.2296 3.8214 0.7542
H -2.7403 -0.7402 2.3894
H -3.4579 -2.2003 1.6690
H 1.6432 0.3231 0.8724
*
```

[11]
Here is a 2-piece molecular cluster, C5H16N3 overall at a distorted geometry from the OMol25 dataset. Energies are from ωB97M-V/def2-TZVPD.

maximum force	0.0781	Eh/bohr
gap between HOMO and LUMO	11.73	eV
molar mass	118.20	g/mol
LUMO	-2.921	eV
calculated total energy	-364.132370	a.u.
energy relative to the best compared isomer or geometry (same formula, charge and spin)	1.170	eV

```
! wB97M-V def2-TZVPD RIJCOSX def2/J DEFGRID3
* xyz 1 1
C -0.3664 2.6620 -0.1337
C 0.4231 2.6874 -1.4464
H -1.3110 2.1257 -0.2881
H 0.1916 2.2932 0.7182
H -0.7100 3.6910 -0.0282
H -0.1522 3.3023 -2.1467
H 0.7611 1.7762 -1.9426
H 1.3385 3.2661 -1.3353
C -0.1801 -0.4460 1.4002
C -0.8379 -1.0162 2.6191
C 0.4474 -1.7623 -0.6969
N 0.3430 -1.6731 0.6209
N -0.0600 -0.8239 -1.5106
N 0.9880 -2.8196 -1.3077
H -0.8989 -0.0438 0.6884
H 0.6945 0.1899 1.3845
H -1.5383 -1.8407 2.6296
H -1.2006 -0.2505 3.3157
H 0.4738 -2.5721 1.0327
H -0.5786 -0.0683 -1.0940
H -0.1639 -0.8798 -2.5141
H 1.0431 -3.7414 -0.9384
H 1.2625 -2.7937 -2.2724
H 0.0311 -1.2624 3.2458
*
```

[12]
Here is C8H10N2O in the gas phase at a distorted geometry from the OMol25 dataset. Energies are from ωB97M-V/def2-TZVPD.

maximum force	0.0755	Eh/bohr
gap between HOMO and LUMO (spin up / spin down)	6.61 / 8.05	eV
molar mass	150.18	g/mol
LUMO (spin up / spin down)	0.728 / -0.727	eV
calculated total energy	-495.337827	a.u.
energy relative to the best compared isomer or geometry (same formula, charge and spin)	1.360	eV

```
! wB97M-V def2-TZVPD RIJCOSX def2/J DEFGRID3
* xyz 0 3
C 0.1323 -1.3935 0.2177
C -0.9703 -0.8547 -0.3025
C 2.4820 -1.0560 -0.4512
C 2.9155 0.1471 -0.8989
C 1.4553 -0.6916 0.6067
C -3.0462 0.2084 0.4150
C 0.5120 1.4981 1.1413
C -1.9693 -0.0709 -0.5628
N 2.4251 1.2637 -0.1956
N 1.4638 0.7110 0.5822
O -2.3045 0.4893 -1.7720
H 0.2514 -2.3877 0.4156
H 2.8412 -1.9679 -0.9730
H 3.5807 0.2348 -1.6668
H 1.5746 -1.1258 1.5643
H -3.7985 -0.5072 0.3253
H -2.7229 0.4190 1.4230
H -3.6036 1.0982 -0.1127
H -0.3471 1.1906 1.6031
H 0.8021 2.4910 1.1458
H -1.6735 0.3040 -2.5045
*
```